(1)
Formula: C23H30N2S
Source: OMol25
Level of theory: the ωB97M-V functional and the def2-TZVPD basis

```
56
Properties=species:S:1:pos:R:3:forces:R:3:nbo_charge:R:1
H -2.52752 0.02687 -1.56995 1.5 -1.5 0.4 0.1872
C 1.84728 4.44811 -2.60941 4.9 7.1 -8.1 -0.1643
C -2.82208 -2.61834 -2.56674 -0.1 -3.9 8.7 -0.0345
C 0.87735 3.66629 -2.45523 -7.5 -3.9 -2.2 -0.3061
C 0.55407 3.31482 -1.24829 -0.5 -6.4 10.7 0.0503
H 3.74319 -2.43589 3.57741 3.2 -2.9 -1.1 0.1989
H 2.34926 1.46974 2.79175 4.3 4.0 -3.8 0.1730
C 1.45369 3.43687 -0.01409 1.8 10.0 -16.8 -0.1556
C -0.15863 0.74903 -1.15901 0.1 0.9 -3.0 -0.2408
H 0.48652 -0.82938 3.13043 1.3 1.1 -1.3 0.1933
H 2.08791 -2.24652 1.90538 -1.1 -1.3 -1.3 0.2152
S -1.29989 -1.84769 1.52019 -1.1 -2.2 0.9 -0.3290
H 1.40785 3.11446 0.81527 -1.3 -4.7 11.0 0.1496
H -6.04390 -4.42594 -3.86839 -2.8 -1.1 -1.4 0.2058
C -0.53944 -0.69551 0.63441 6.1 -4.9 15.7 0.3428
C -1.95626 -0.82344 -0.95438 -3.2 2.2 -5.0 -0.2117
H 3.10935 -0.93272 1.88183 4.2 2.0 -3.5 0.1767
C -3.14244 -2.69293 -3.81672 -3.6 2.9 -7.0 -0.2151
H 3.51482 5.66836 -1.89451 -2.1 -1.2 0.3 0.2280
C -0.58108 2.15168 -0.84883 1.1 3.6 2.7 -0.4176
C 2.46506 4.56654 -0.30435 -2.4 -5.2 0.6 -0.1925
H 1.08200 0.70403 0.70505 -2.5 -2.6 1.4 0.3509
H -0.93751 2.31193 0.39402 1.6 -0.7 -3.5 0.2218
C 1.66125 1.03404 3.28962 0.8 -7.4 0.7 -0.3844
H 0.81588 1.44526 3.46746 -5.6 3.7 0.3 0.2014
N -0.84580 -0.15620 -0.32963 -6.5 3.7 -14.5 -0.4196
C 2.22751 0.74160 4.66524 0.9 -7.1 -3.2 -0.3577
C 2.60394 4.97071 -1.66213 4.5 2.2 4.0 -0.2402
C -3.51022 -3.53939 -1.61148 -6.2 0.9 -13.6 -0.1182
H 2.26479 -2.15230 4.08627 -3.2 -1.9 3.1 0.1970
H 3.12097 4.59603 0.57214 0.3 1.3 -0.8 0.2209
C 3.54964 -0.51412 4.38193 -3.8 2.3 1.5 -0.3774
H 1.97484 5.02054 -3.75735 -0.1 -2.0 3.3 0.2011
H 4.18291 0.15201 3.90126 1.7 0.6 -1.5 0.1836
C -4.48940 -3.09981 -4.46354 5.8 -1.2 15.1 -0.1184
H -1.25842 -2.75969 -1.30875 1.8 -2.3 1.8 0.2283
H -4.62408 -3.06288 -5.34474 -1.8 0.9 -11.6 0.1628
H -2.52838 -1.91730 -4.34149 -0.5 -1.0 -0.7 0.1889
C 2.29871 -1.30088 2.28579 1.3 -1.7 3.4 -0.4025
H 1.46642 0.17397 5.15662 -0.4 0.0 1.1 0.1941
C 3.05776 -1.72532 3.67308 -2.5 5.6 -2.7 -0.3901
C 1.25399 -0.28881 2.35069 -1.8 -2.5 9.7 -0.0304
H -1.08011 -1.83378 -2.59399 10.6 4.2 -13.1 0.1596
N 0.47763 -0.09018 1.29287 3.5 6.2 -5.2 -0.6045
C -1.55180 -2.00978 -1.91394 -12.8 -1.0 11.3 -0.3843
H 2.62164 1.51460 5.16702 1.3 2.8 1.8 0.1946
C -4.89659 -4.14839 -2.28591 4.8 0.8 4.8 -0.1916
H -0.17195 0.43408 -2.32162 -0.7 0.7 2.6 0.2282
C -5.25592 -3.86145 -3.57990 2.3 0.9 0.1 -0.2661
H -1.44635 2.50163 -1.28769 -2.2 0.1 -1.4 0.2109
H 0.05235 3.36746 -3.15538 1.4 0.5 -0.2 0.2260
H 3.97430 -0.78608 5.30796 0.5 0.0 1.3 0.1971
H -5.46716 -4.89039 -1.59844 0.9 1.5 -1.5 0.2158
H -3.47091 -3.60718 -0.68604 1.1 -0.7 8.5 0.1686
H 0.87543 0.75473 -1.02235 1.8 -0.5 0.6 0.2152
H -2.85245 -1.04307 -0.37940 0.9 -0.5 0.9 0.2648
```
Positions in Å, forces in eV/Å.

Summary:
LUMO   0.4 eV
SMILES   S=C(NC1CCCCC1)N(CCc1ccccc1)CCc1ccccc1
Gap between HOMO and LUMO   8.095 eV
F_max   19.671 eV/Å
DFT total energy   -1401.42069 Ha
Relative energy (zero: lowest compared OMol25 entry of this formula, charge and spin)   22.0 kcal per mole
Charge   0
Highest occupied orbital energy   -7.67 eV

(2)
Formula: C23H30N4O7S
Source: OMol25
Level of theory: the ωB97M-V functional and the def2-TZVPD basis

```
65
Properties=species:S:1:pos:R:3:forces:R:3:nbo_charge:R:1
H -4.48153 -1.54652 -2.77494 -0.2 -0.1 0.0 0.2464
H 6.27845 5.31907 2.83656 0.1 0.0 0.0 0.2077
H -0.07086 -0.83732 -6.23422 0.0 0.1 0.1 0.2062
C -2.45841 -1.60234 -0.04037 0.2 0.4 -0.5 0.2745
C 3.09736 3.88235 2.96194 0.2 -0.1 0.0 0.8934
N -2.34389 -2.12592 1.22642 0.1 0.2 0.2 -0.3812
C -2.41840 -2.10501 -5.57595 -0.2 -0.6 0.1 -0.2603
H 4.42263 1.66130 3.19298 -0.1 -0.1 -0.1 0.2378
C -0.24678 -0.41642 0.26223 -0.2 -0.2 0.2 0.5164
H 1.10601 3.50202 1.53507 0.0 -0.1 0.0 0.2447
C 4.67270 5.06451 4.25191 0.0 0.5 0.1 -0.0671
C -3.55349 -1.88960 -0.87343 -0.1 0.0 0.0 -0.2704
C 0.63775 1.62855 2.53026 -0.1 0.3 -0.4 -0.2184
C -2.64420 -0.49093 -2.59490 0.0 0.4 -0.5 -0.3701
C -0.26456 -0.98261 1.60023 0.1 0.0 -0.1 -0.2941
C 2.56864 0.58507 3.54025 0.4 -0.2 -0.1 -0.2358
C -1.56883 -0.18693 -1.80061 0.0 0.0 0.1 -0.1204
C 5.44162 5.89069 3.23102 -0.2 -0.3 0.1 -0.6355
H -0.29106 1.43170 1.99739 0.0 0.0 0.1 0.2214
S -2.76701 0.18583 -4.25517 0.1 -0.1 -0.2 2.3406
C 0.12723 -1.88566 -4.35688 0.1 0.2 0.0 -0.0869
H 4.78278 6.16608 2.41139 0.0 0.1 -0.1 0.2253
O 4.23131 3.82554 3.70167 -0.1 -0.3 -0.1 -0.5317
H -1.21560 -2.28525 2.95288 0.0 -0.1 0.0 0.2260
H -2.10117 -3.05117 -3.64728 0.0 -0.1 -0.1 0.1620
H -3.73641 -5.19016 1.65764 -0.1 -0.1 0.0 0.2218
H 1.21021 -1.94429 -4.47332 -0.1 0.1 0.1 0.2035
H -0.11363 -1.72565 -3.29527 0.1 0.0 -0.1 0.1682
O -0.37615 -3.13836 -4.77443 0.1 -0.1 -0.2 -0.5237
H -2.19068 -2.31730 -6.62658 -0.1 0.0 0.1 0.2069
C 0.92520 -0.85177 2.50367 -0.3 0.0 0.0 0.6834
O 1.49317 -1.85326 2.90790 0.1 -0.3 0.1 -0.6319
H -3.49856 -2.05899 -5.44372 0.0 -0.2 -0.1 0.2373
H 3.69429 0.93485 1.73412 0.0 0.0 0.1 0.2038
C 3.48800 1.45502 2.67520 0.1 -0.2 0.3 -0.2242
H -2.01846 -4.80269 1.52448 0.1 0.0 0.0 0.2205
N 2.81934 2.69843 2.36694 0.1 0.0 0.0 -0.4503
O -2.12804 1.46485 -4.26527 0.3 -0.1 0.2 -0.9304
O -4.13575 0.06943 -4.66445 0.0 -0.3 0.2 -0.9423
C -3.29970 -3.08318 1.75333 -0.2 -0.5 0.0 -0.2043
H 5.81717 6.79485 3.70156 0.1 0.1 0.0 0.2141
H 5.30951 4.78490 5.09424 -0.1 0.0 -0.1 0.1844
H -4.31274 -2.76679 1.49650 0.1 0.0 0.1 0.2078
N 1.31295 0.39175 2.84546 0.1 0.1 0.2 -0.4264
C -1.78292 -3.18521 -4.69396 -0.2 0.1 -0.1 -0.0852
C -3.63964 -1.34164 -2.13269 -0.1 -0.1 0.1 -0.1553
H 1.73084 2.03569 0.72083 0.0 0.1 0.1 0.2324
H 0.40304 2.14200 3.47201 0.0 0.0 -0.1 0.1963
C -1.45029 -0.74261 -0.52434 -0.2 -0.1 -0.2 -0.1891
C 1.55599 2.52052 1.68524 -0.4 0.1 -0.1 -0.2417
H 2.38215 1.08244 4.49896 0.0 0.0 0.0 0.1920
C -0.44568 -0.74663 -5.20835 0.6 -0.1 0.2 -0.2608
C -3.01947 -4.49158 1.23552 -0.1 0.2 0.1 -0.6201
O 2.42608 4.87945 2.83124 -0.1 0.4 0.1 -0.6655
H -4.34375 -2.54202 -0.54178 -0.1 -0.1 0.1 0.2208
H -2.07084 -4.18129 -5.03447 -0.1 0.1 0.1 0.1993
O 0.67109 0.24641 -0.20055 0.0 0.0 0.0 -0.6100
H -0.80248 0.49295 -2.14071 0.1 0.1 0.0 0.2637
N -1.88847 -0.80199 -5.25428 -0.6 0.7 0.5 -0.6754
H 3.80318 5.62495 4.61074 0.2 -0.1 0.0 0.1998
H -0.16950 0.22843 -4.80979 0.2 0.0 -0.1 0.2413
H 3.00912 -0.39703 3.71781 0.0 0.2 0.0 0.2505
H -3.21700 -3.07292 2.84217 0.0 0.1 -0.1 0.2145
C -1.26109 -1.81877 1.97845 0.3 0.3 0.0 0.1293
H -3.09080 -4.52984 0.15153 0.0 0.0 -0.1 0.2145
```
Positions in Å, forces in eV/Å.

Summary:
LUMO   -0.3 eV
SMILES   CCOC(=O)N1CCN(C(=O)c2cn(CC)c3ccc(S(=O)(=O)N4CCOCC4)cc3c2=O)CC1
Gap between HOMO and LUMO   8.398 eV
F_max   1.085 eV/Å
DFT total energy   -2038.37215 Ha
Relative energy (zero: lowest compared OMol25 entry of this formula, charge and spin)   0.0 kcal per mole
Charge   0
Highest occupied orbital energy   -8.69 eV

(3)
Formula: C23H30NO3
Source: OMol25
Level of theory: the ωB97M-V functional and the def2-TZVPD basis

```
57
Properties=species:S:1:pos:R:3:forces:R:3:nbo_charge:R:1
H 0.28558 -2.86913 -0.05556 0.2 0.2 0.0 0.2374
H -4.39201 -2.75947 -1.06127 -0.1 0.0 0.1 0.2151
H -2.21895 -1.11104 -5.16658 0.0 0.0 -0.1 0.2331
O -0.54127 -1.05762 -0.54062 -0.1 0.1 -0.2 -0.5419
H 2.47276 0.98005 -1.62292 0.1 0.0 0.0 0.2449
H 1.64332 -0.90833 3.45993 0.0 0.1 -0.2 0.2231
H -0.12396 0.82936 0.84505 0.1 -0.1 0.0 0.2656
C -1.73230 -1.35604 0.03983 0.1 0.0 0.3 0.8262
H -4.73388 -3.95732 -3.19041 -0.1 -0.1 0.0 0.2255
C 1.79155 0.96330 -0.77569 -0.1 -0.2 0.0 -0.6481
H 3.82756 -1.52972 3.77927 0.0 0.0 0.0 0.2501
H -0.97215 4.39070 -1.42533 0.0 0.1 0.0 0.2268
C -2.39734 0.84987 -0.84935 -0.1 -0.1 -0.2 -0.0124
C 0.51577 0.84788 1.72325 -0.7 0.5 0.0 -0.4408
H 4.06562 1.82959 -0.06153 0.0 0.0 -0.1 0.2488
C 0.58217 -1.81483 -0.12926 0.1 -0.2 0.2 -0.0916
C -3.12370 -1.27322 -1.91591 0.0 0.3 -0.1 -0.1080
C 2.48008 0.99725 3.77403 -0.2 0.0 -0.1 -0.6391
C -2.47599 1.81127 0.14852 0.0 0.1 -0.1 -0.2189
H 1.32668 -1.71339 -0.91895 -0.1 0.0 0.1 0.2125
C -1.30036 2.46212 -2.27199 0.0 -0.3 -0.1 -0.2459
H 3.10234 1.76277 3.32882 0.1 0.1 0.0 0.2261
H -3.62777 -3.14769 -5.24621 0.0 0.0 -0.1 0.2270
C 3.68343 -0.99030 2.84621 -0.1 0.0 -0.1 -0.6392
C -3.48943 -2.62311 -4.31401 0.0 0.1 0.0 -0.1789
C -1.81924 1.18488 -2.07321 -0.1 0.4 0.4 0.2918
H -2.94339 1.55464 1.08840 -0.1 0.0 0.1 0.2187
H -2.04278 3.82232 0.72955 0.0 0.1 0.1 0.2238
C -1.37000 3.40126 -1.26202 0.0 0.0 0.0 -0.1942
C 2.34104 -0.26010 2.91951 0.4 0.0 0.7 -0.0138
C 1.11581 -1.45079 1.25805 -0.5 -0.7 -0.4 -0.2529
H 3.14791 -0.45203 0.13275 -0.1 0.0 0.1 0.2191
H 4.51930 -0.30611 2.74351 0.0 0.0 0.0 0.2240
H 4.26689 1.23671 1.56320 0.0 0.0 0.1 0.2197
C -2.51362 -0.81290 -3.07912 -0.4 -0.5 0.0 0.2920
C -2.69886 -1.49108 -4.27909 0.2 0.2 0.2 -0.2392
C 3.52447 1.53518 0.83481 0.1 -0.2 0.2 -0.6298
H -0.86058 2.69574 -3.22803 0.1 0.0 -0.1 0.2359
H 1.90298 -2.17596 1.46417 0.0 0.1 0.1 0.2364
C -2.85003 -0.56556 -0.60652 0.2 -0.1 -0.2 -0.3800
H -0.07765 0.55010 2.58574 0.1 -0.1 0.0 0.2313
C -1.96795 3.08286 -0.05215 0.0 0.0 0.2 -0.2407
O -1.73213 0.31169 -3.11217 0.2 0.0 -0.1 -0.4574
C 2.56204 0.42053 0.43343 0.5 0.3 -0.5 -0.0298
C -3.92295 -2.40601 -1.96726 0.0 0.0 -0.2 -0.1248
O -1.82864 -2.15168 0.93108 -0.1 -0.1 0.1 -0.5832
C -4.11011 -3.07830 -3.16093 -0.1 -0.1 0.1 -0.2340
H 0.29624 -1.62785 1.95957 0.2 0.1 0.0 0.2523
H 2.99420 2.41468 1.18913 0.0 0.1 0.0 0.2175
H -3.72118 -0.61183 0.05280 0.2 0.0 -0.1 0.2569
H 0.87181 1.86366 1.86808 0.1 0.0 0.0 0.2333
H 0.92513 0.38893 -1.07127 -0.1 0.0 0.0 0.2427
H 1.52089 1.42975 4.03931 -0.1 0.1 0.0 0.2255
H 1.46605 1.98579 -0.60044 0.0 0.1 0.0 0.2263
H 3.74465 -1.71808 2.04305 0.0 -0.1 -0.1 0.2177
N 1.65521 -0.07557 1.55359 0.1 -0.1 0.1 -0.2321
H 2.95674 0.69214 4.70318 0.0 -0.1 0.0 0.2495
```
Positions in Å, forces in eV/Å.

Summary:
LUMO   -2.1 eV
SMILES   CC(C)[N+](C)(CCOC(=O)C1c2ccccc2Oc2ccccc21)C(C)C
Gap between HOMO and LUMO   8.707 eV
F_max   0.960 eV/Å
DFT total energy   -1174.68919 Ha
Relative energy (zero: lowest compared OMol25 entry of this formula, charge and spin)   13.1 kcal per mole
Charge   +1
Highest occupied orbital energy   -10.83 eV

(4)
Formula: C23H31BeF5N2S
Source: OMol25
Level of theory: the ωB97M-V functional and the def2-TZVPD basis

```
63
Properties=species:S:1:pos:R:3:forces:R:3:nbo_charge:R:1
C 3.04664 -1.13766 -2.63156 0.3 -0.1 0.6 -0.3960
C 6.06406 -0.15930 1.03010 -0.6 0.8 -0.7 -0.3949
N -4.82873 2.33095 -0.55927 -0.1 0.2 -0.4 -0.3520
C 1.92454 -1.44124 -1.62751 -0.1 0.3 -0.9 -0.3948
C 1.00809 0.00469 0.23786 0.3 0.4 -0.2 -0.3689
H 4.25441 0.76876 0.28586 -0.3 0.1 0.1 0.1822
H -5.29310 -1.04481 2.09100 -0.2 0.0 0.1 0.2436
H 6.88630 1.80156 0.68507 0.0 0.3 0.0 0.2110
C -1.82256 1.15376 1.16320 0.3 0.3 0.4 -0.1089
C 1.03950 -0.22763 -1.28047 -0.1 -1.0 0.9 -0.4168
H -4.15406 1.16695 2.65658 -0.1 -0.1 0.2 0.2647
F -2.05250 -2.66951 1.18706 0.7 -0.3 0.4 -0.3676
H -1.75014 1.14735 3.55921 -0.4 -0.1 -0.2 0.1727
H -3.64499 -1.15635 2.55722 0.4 0.1 0.1 0.2146
C 3.94451 0.04475 -2.26808 0.7 -0.3 0.1 -0.4035
H 2.64692 -1.05341 -3.63595 -0.2 0.2 -0.1 0.2120
C -0.82749 1.68198 0.33096 0.4 -0.4 0.5 -0.0162
H 6.87963 -0.47782 0.38972 0.3 -0.4 0.2 0.2058
H 5.94725 0.35430 -1.56532 0.2 0.1 0.0 0.2090
C -4.03776 -3.93004 1.43321 -0.5 -0.6 -1.3 0.9243
F -5.26598 -3.65366 1.76529 0.6 0.1 0.4 -0.2377
H 1.17832 2.09910 -0.05901 0.2 0.1 0.1 0.2338
H 2.34700 -1.90753 -0.74195 0.0 0.1 0.3 0.1966
Be -1.43256 -4.49404 2.39997 -1.1 0.9 -0.1 1.1085
C -3.16177 1.33749 0.84537 -1.0 0.0 0.0 0.1250
C -3.51943 2.12667 -0.29665 -0.8 -0.2 0.3 0.1270
H -0.44226 2.86890 -1.37463 0.1 0.2 -0.1 0.2543
H 1.33835 0.66823 -1.81118 0.0 0.1 -0.2 0.2124
H -3.45162 -0.96470 -0.28032 0.1 0.2 -0.1 0.2516
H 1.29282 -2.19122 -2.09920 -0.1 -0.3 0.1 0.2054
H 3.69038 -2.01478 -2.63724 0.0 -0.2 -0.3 0.2125
C -3.29676 -2.82313 0.60386 -1.0 0.1 -0.8 0.6209
C -1.20458 2.42577 -0.75281 1.1 0.2 -0.4 -0.0372
H 0.31320 -0.72826 0.64531 -0.2 0.0 0.4 0.1725
C 0.61286 1.44671 0.60404 0.1 -0.1 -0.6 -0.4485
C -2.53097 2.68126 -1.08266 -0.1 0.5 -0.9 0.0852
H -6.10813 3.26995 -1.87684 -0.2 -0.1 0.1 0.2303
C 5.12810 -0.32565 -1.34242 -0.7 0.7 0.1 -0.3938
C -4.03788 -1.52730 0.44132 0.2 0.0 0.8 -0.4805
S -1.30685 0.29115 2.61709 0.4 -0.1 0.1 0.1276
C -4.26417 0.75693 1.64629 0.1 -0.6 0.7 -0.4774
H 5.50562 1.80463 1.80412 -0.2 0.1 0.0 0.1895
F -3.26510 -4.12895 2.61746 0.8 -0.5 0.7 -0.4356
H 5.48280 -1.33250 -1.54066 0.1 -0.2 -0.1 0.2036
H -4.98113 -1.79865 -0.02446 -0.1 0.1 -0.3 0.2689
H 0.88624 1.71318 1.62176 -0.1 -0.2 0.3 0.2507
C -4.06707 3.60548 -2.42187 0.5 0.4 -0.5 0.0571
H 1.97050 -0.19974 0.69433 0.3 0.0 -0.1 0.2363
C -4.28863 -0.78633 1.77301 -0.5 -0.1 -0.5 -0.3996
F -4.00080 -5.09138 0.80188 0.1 0.3 0.5 -0.2604
H 4.37406 0.48400 -3.16280 -0.1 0.0 -0.3 0.2235
H -4.34734 4.18811 -3.28564 0.1 0.1 -0.2 0.2316
H 0.02114 -0.50682 -1.54872 -0.2 0.4 -0.4 0.1929
H 7.06240 1.22727 2.34569 0.2 0.2 0.0 0.2196
C 4.78481 -0.16874 0.14057 1.1 -0.6 0.2 -0.3938
C 6.39485 1.26657 1.49008 0.1 -0.7 0.3 -0.6047
C -5.08080 3.06995 -1.62009 -0.2 -0.4 0.6 0.0459
H -5.23752 1.06768 1.29868 0.0 0.3 -0.3 0.2791
H 5.95558 -0.84844 1.85899 0.1 -0.1 0.2 0.1993
N -2.78614 3.44456 -2.17619 -0.4 -0.3 0.3 -0.2953
H 3.40335 0.85155 -1.77750 -0.2 0.1 0.0 0.1796
F -3.07496 -3.34789 -0.60466 0.2 -0.2 -0.1 -0.2799
H 4.17953 -1.01273 0.46352 -0.4 0.0 0.0 0.1833
```
Positions in Å, forces in eV/Å.

Summary:
LUMO   -11.9 eV
Gap between HOMO and LUMO   2.252 eV
F_max   1.543 eV/Å
DFT total energy   -1915.98118 Ha
Relative energy (zero: lowest compared OMol25 entry of this formula, charge and spin)   30.6 kcal per mole
Charge   +2
Highest occupied orbital energy   -14.10 eV